C33H39IN3O2SeSiV | ωB97M-V with the def2-TZVPD basis set

* energy relative to the best compared isomer or geometry (same formula, charge and spin): 0.016 eV
* spin multiplicity: 3
* gap between HOMO and LUMO (spin up / spin down): 0.290 / 0.296 Eh
* E_HOMO (spin up / spin down): -13.91 / -13.92 eV
* total charge: +2

Atoms and positions in Å:
V1 -1.35 0.65 -1.20
I1 -1.98 2.22 -6.93
C1 -2.39 0.90 -5.40
C2 -3.13 -0.27 -5.61
C3 -3.37 -1.11 -4.54
C4 -2.88 -0.79 -3.30
N1 -2.16 0.33 -3.09
C5 -1.93 1.16 -4.12
H1 -3.50 -0.50 -6.60
H2 -3.95 -2.02 -4.67
H3 -3.05 -1.42 -2.44
H4 -1.37 2.06 -3.91
C6 -1.91 -0.79 2.53
N2 -2.20 0.63 2.62
C7 -2.84 1.37 1.71
Se1 -3.50 0.86 0.02
N3 -3.01 2.61 2.21
C8 -2.46 2.68 3.49
C9 -2.38 3.70 4.43
C10 -1.76 3.40 5.62
C11 -1.23 2.12 5.87
C12 -1.31 1.10 4.94
C13 -1.94 1.41 3.75
H5 -2.42 -1.21 1.67
H6 -2.27 -1.28 3.44
H7 -0.83 -0.96 2.43
H8 -3.52 3.33 1.74
H9 -2.80 4.68 4.24
H10 -1.68 4.16 6.38
H11 -0.75 1.93 6.82
H12 -0.91 0.12 5.14
C14 2.55 -3.39 -2.04
C15 1.37 -2.40 -2.12
C16 0.11 -3.19 -2.50
C17 1.63 -1.35 -3.20
Si1 1.10 -1.59 -0.44
O1 -0.16 -0.46 -0.65
C18 0.54 -2.75 0.90
C19 -0.71 -3.37 0.85
C20 -1.12 -4.22 1.87
C21 -0.29 -4.46 2.95
C22 0.96 -3.86 3.02
C23 1.37 -3.01 2.00
C24 2.47 -0.47 0.17
C25 2.18 0.32 1.30
C26 3.09 1.23 1.80
C27 4.33 1.38 1.18
C28 4.64 0.61 0.07
C29 3.72 -0.31 -0.42
H13 2.66 -3.90 -3.00
H14 2.38 -4.15 -1.28
H15 3.50 -2.90 -1.81
H16 0.24 -3.62 -3.50
H17 -0.78 -2.56 -2.52
H18 -0.07 -4.02 -1.81
H19 1.80 -1.84 -4.16
H20 2.50 -0.73 -2.99
H21 0.76 -0.69 -3.33
H22 -1.37 -3.20 0.01
H23 -2.09 -4.70 1.81
H24 -0.61 -5.13 3.74
H25 1.61 -4.05 3.85
H26 2.35 -2.54 2.06
H27 1.22 0.21 1.80
H28 2.86 1.82 2.68
H29 5.06 2.08 1.57
H30 5.61 0.71 -0.41
H31 3.99 -0.90 -1.29
C30 1.90 2.97 -1.33
C31 1.15 3.88 -0.37
C32 -0.15 3.13 -0.13
O2 -0.39 2.39 -1.38
C33 0.80 2.50 -2.26
H32 2.34 2.12 -0.80
H33 2.68 3.49 -1.88
H34 0.95 4.85 -0.82
H35 1.68 4.05 0.57
H36 -1.02 3.76 0.04
H37 -0.05 2.39 0.67
H38 0.55 3.24 -3.02
H39 0.97 1.52 -2.70

H8O4 | ωB97M-V with the def2-TZVPD basis set

* energy relative to the best compared isomer or geometry (same formula, charge and spin): 0.158 eV
* spin multiplicity: 1
* gap between HOMO and LUMO: 0.452 Eh
* SMILES: O.O.O.O
* E_HOMO: -11.44 eV

Atoms and positions in Å:
O1 1.90 -0.46 -0.31
H1 1.48 0.20 0.28
H2 2.40 0.05 -0.98
O2 -0.52 -1.58 -0.71
H3 0.37 -1.20 -0.82
H4 -0.35 -2.36 -0.20
O3 0.48 1.29 1.08
H5 0.26 1.30 2.01
H6 -0.41 1.20 0.73
O4 -1.87 0.68 -0.02
H7 -2.21 1.09 -0.80
H8 -1.53 -0.21 -0.25

H4O2 | ωB97M-V with the def2-TZVPD basis set

* energy relative to the best compared isomer or geometry (same formula, charge and spin): 0.138 eV
* spin multiplicity: 1
* gap between HOMO and LUMO: 0.422 Eh
* SMILES: O.O
* E_HOMO: -10.82 eV

Atoms and positions in Å:
O1 1.18 -0.05 -0.13
H1 1.83 -0.69 0.07
H2 1.70 0.80 -0.24
O2 -1.71 -0.07 -0.23
H3 -0.81 -0.29 0.00
H4 -2.19 0.30 0.54

C3H7NOP | ωB97M-V with the def2-TZVPD basis set

* energy relative to the best compared isomer or geometry (same formula, charge and spin): 0.000 eV
* spin multiplicity: 3
* gap between HOMO and LUMO (spin up / spin down): 0.127 / 0.319 Eh
* E_HOMO (spin up / spin down): 0.94 / -5.08 eV
* total charge: -1

Atoms and positions in Å:
C1 -0.13 -0.64 0.20
C2 0.79 -0.63 -0.97
C3 -0.49 0.78 0.54
N1 1.08 0.81 -1.28
O1 1.99 0.84 -2.28
P1 1.12 1.74 0.23
H1 -1.09 -1.14 -0.03
H2 0.27 -1.29 0.95
H3 1.71 -1.19 -0.81
H4 0.27 -1.07 -1.84
H5 -0.95 1.08 -0.36
H6 -0.99 0.97 1.44
H7 0.42 3.00 -0.24

C24H21Br2FeIN8O | ωB97M-V with the def2-TZVPD basis set

* spin multiplicity: 2
* gap between HOMO and LUMO (spin up / spin down): 0.193 / 0.195 Eh
* E_HOMO (spin up / spin down): -9.92 / -10.02 eV
* total charge: +1

Atoms and positions in Å:
Fe1 0.34 0.49 0.27
N1 -3.70 2.00 0.07
C1 -2.52 1.70 0.60
N2 -1.75 0.75 0.18
C2 -2.19 -0.07 -0.85
N3 -1.44 -1.06 -1.24
N4 -0.22 -0.99 -0.68
C3 0.43 -2.26 -0.65
C4 0.09 -2.42 1.86
C5 0.14 -3.25 2.97
C6 0.21 -2.68 4.23
C7 0.23 -1.30 4.34
C8 0.20 -0.55 3.18
N5 0.14 -1.09 1.95
C9 -3.47 0.20 -1.48
C10 -3.96 -0.54 -2.57
C11 -5.15 -0.19 -3.16
C12 -5.87 0.92 -2.69
C13 -5.41 1.66 -1.63
C14 -4.21 1.29 -1.02
H1 -4.23 2.77 0.44
H2 -2.18 2.30 1.44
H3 0.03 -2.83 -1.49
H4 0.15 -4.32 2.86
H5 0.26 -3.30 5.11
H6 0.28 -0.81 5.30
H7 0.23 0.53 3.21
H8 -3.38 -1.37 -2.93
H9 -5.53 -0.77 -3.99
H10 -6.80 1.19 -3.17
H11 -5.96 2.52 -1.27
C15 -1.45 -4.94 0.98
C16 -0.24 -4.32 0.35
C17 0.54 -5.05 -0.54
C18 1.77 -4.71 -1.09
C19 2.51 -3.50 -1.06
C20 3.88 -3.52 -1.38
Br1 4.80 -5.09 -1.88
C21 4.62 -2.35 -1.33
C22 4.02 -1.17 -0.92
Br2 5.03 0.39 -0.85
C23 2.65 -1.08 -0.57
O1 2.16 0.03 -0.14
C24 1.91 -2.25 -0.75
N6 0.01 -3.01 0.56
H12 -1.20 -5.73 1.70
H13 -2.03 -5.41 0.19
H14 -2.07 -4.20 1.48
H15 0.20 -6.07 -0.72
H16 2.27 -5.54 -1.58
H17 5.66 -2.36 -1.59
N7 -0.85 2.73 -1.64
N8 0.14 1.70 -1.66
H18 -0.78 3.31 -2.48
H19 -0.63 3.32 -0.84
H20 1.07 2.06 -1.82
H21 -0.09 1.06 -2.41
I1 0.80 2.64 1.54

C4H7N3 | ωB97M-V with the def2-TZVPD basis set

* energy relative to the best compared isomer or geometry (same formula, charge and spin): 4.028 eV
* spin multiplicity: 1
* gap between HOMO and LUMO: 0.348 Eh
* E_HOMO: -8.42 eV

Atoms and positions in Å:
N1 -0.86 1.95 0.54
C1 -0.06 0.83 0.20
C2 0.18 0.03 -1.06
C3 -0.20 -0.73 0.15
N2 -1.07 -1.84 0.19
C4 1.27 -0.46 -0.17
N3 1.37 0.83 0.55
H1 -0.38 2.79 0.21
H2 -1.77 1.91 0.09
H3 -0.18 -0.04 -2.08
H4 -0.82 -2.52 0.90
H5 -1.07 -2.32 -0.71
H6 2.07 -1.16 -0.37
H7 1.50 0.71 1.55